This record from the Open Molecules 2025 dataset describes 2 unconnected molecules or ions with the total composition C13H19N. The level of theory is the ωB97M-V functional and the def2-TZVPD basis.

The geometry in ORCA input format:
```
! RIJCOSX wB97M-V def2-TZVPD def2/J DEFGRID3
* xyz 0 1
C 1.40 -2.84 1.35
C 2.11 -1.84 2.27
C -0.11 -2.75 1.60
C 1.69 -2.64 -0.14
H 1.70 -3.89 1.50
H 1.49 -0.94 2.36
H -0.33 -2.28 2.56
H -0.59 -2.01 0.95
H -0.65 -3.70 1.57
H 1.54 -1.60 -0.43
H 2.73 -2.88 -0.39
H 2.97 -1.33 1.84
H 2.20 -2.38 3.21
H 1.07 -3.25 -0.78
C 1.47 2.78 -0.06
C -0.95 3.15 0.72
C 0.01 2.48 0.03
C -2.07 1.99 -0.84
C -0.71 1.69 -0.94
C -2.98 1.52 -1.78
C -0.32 0.58 -1.68
C -2.55 0.50 -2.61
C -1.24 0.01 -2.55
N -2.22 2.74 0.31
H -0.91 3.69 1.66
H -2.95 3.44 0.38
H 1.77 3.07 0.97
H 1.75 3.53 -0.77
H -3.96 1.92 -1.99
H 0.60 0.04 -1.62
H -3.20 0.04 -3.35
H -0.92 -0.78 -3.22
H 2.17 1.94 -0.11
*
```

- Structure (SMILES): Cc1c[nH]c2ccccc12.CC(C)C
- E_HOMO: -8.00 eV
- F_max: 2.95 eV/Å
- Orbital gap: 8.87 eV
- ΔE to the lowest compared entry with this formula, charge and spin: 1.362 eV